DFT (ωB97M-V/def2-TZVPD) results for an isolated ion of composition C5H4N3OS and charge +1 at a distorted geometry.

HOMO level	-12.95	eV
energy relative to the best compared isomer or geometry (same formula, charge and spin)	3.875	eV
2S+1	1
electronic energy	-830.11956	hartree
charge	+1
E_LUMO	-6.4	eV
frontier orbital gap	6.5607	eV

Element x y z (Å)
C  2.03  0.86  1.65
C  -0.18  -0.92  -1.41
C  1.28  -0.85  -1.36
C  -1.28  -0.44  -0.72
C  1.88  -0.37  -0.35
N  2.05  -0.05  0.81
N  -1.57  0.19  0.44
N  -0.82  0.90  1.20
O  -1.16  1.51  2.18
S  1.61  1.78  2.81
H  -0.65  -1.04  -2.44
H  1.72  -1.40  -2.20
H  -2.28  -0.63  -1.15
H  -2.62  0.45  0.54

---

DFT (ωB97M-V/def2-TZVPD) results for a 2-piece molecular cluster, C10H16O overall at a distorted geometry.

HOMO level	-8.55	eV
energy relative to the best compared isomer or geometry (same formula, charge and spin)	1.286	eV
2S+1	1
structure (SMILES)	Cc1ccc(O)cc1.CCC
electronic energy	-465.85053	hartree
E_LUMO	0.9	eV
frontier orbital gap	9.4130	eV

Element x y z (Å)
C  0.75  1.15  -2.82
C  -0.44  0.58  -2.07
C  -1.24  1.34  -1.21
C  -2.33  0.82  -0.56
C  -2.60  -0.55  -0.70
O  -3.67  -1.04  0.02
C  -1.81  -1.36  -1.48
C  -0.78  -0.72  -2.24
H  0.47  2.03  -3.39
H  1.12  0.37  -3.49
H  1.60  1.37  -2.16
H  -1.15  2.39  -1.10
H  -2.94  1.30  0.15
H  -3.56  -1.99  0.17
H  -1.92  -2.39  -1.79
H  -0.31  -1.54  -2.78
C  1.66  0.22  3.55
C  2.07  0.26  2.07
C  1.48  -0.89  1.28
H  2.17  -0.62  4.02
H  1.95  1.14  4.06
H  0.57  0.16  3.64
H  3.16  0.23  2.08
H  1.72  1.20  1.67
H  1.67  -1.89  1.68
H  1.92  -0.82  0.28
H  0.41  -0.75  1.09

---

DFT (ωB97M-V/def2-TZVPD) results for a 2-piece molecular cluster, C6H14N2O2 overall at a distorted geometry.

HOMO level	-9.71	eV
energy relative to the best compared isomer or geometry (same formula, charge and spin)	1.276	eV
2S+1	1
structure (SMILES)	CNC(C)=O.CNC(C)=O
electronic energy	-497.01065	hartree
E_LUMO	0.5	eV
frontier orbital gap	10.2087	eV

Element x y z (Å)
C  -1.07  0.34  2.39
N  -0.23  1.11  1.45
C  0.89  1.64  2.03
C  1.95  2.07  1.03
O  1.00  1.80  3.23
H  -1.67  -0.37  1.82
H  -0.41  -0.25  3.03
H  -1.57  1.00  3.10
H  -0.29  0.97  0.46
H  2.40  1.23  0.50
H  1.40  2.75  0.35
H  2.74  2.55  1.58
C  1.28  -1.59  -1.03
N  -0.15  -1.53  -1.29
C  -0.72  -0.83  -2.29
C  -2.24  -0.95  -2.38
O  -0.10  -0.09  -3.02
H  1.94  -0.74  -1.25
H  1.51  -1.73  0.02
H  1.72  -2.25  -1.77
H  -0.53  -2.25  -0.70
H  -2.60  -1.95  -2.62
H  -2.73  -0.64  -1.45
H  -2.54  -0.28  -3.18

---

frontier orbital gap of number 3 (C6H14N2O2)? 10.2087 eV